1.
Below is a structure of composition C35H61AlBrCl4F3N7O12S3, with properties calculated with ωB97M-V/def2-TZVPD.

ORCA input file:
```
! RIJCOSX wB97M-V def2-TZVPD def2/J DEFGRID3
* xyz -1 1
C -0.3794 1.7991 5.3714
C 0.7114 1.7971 4.2834
O 1.9716 2.0924 4.8346
C 2.8885 2.6218 3.8984
C 3.8060 1.5188 3.2740
C 3.8513 1.6973 1.7400
C 3.8996 0.3439 0.9687
C 2.5572 -0.4155 1.2120
N 1.8912 -0.8324 -0.0120
C 2.6671 -1.4873 -1.0362
C 3.2342 -2.9049 -0.7422
S 4.6808 -3.0092 0.3711
C 3.9099 -3.8084 1.7462
N 3.2855 -4.9280 1.6556
N 2.7955 -5.1658 2.9146
C 3.1533 -4.2081 3.6909
O 3.8857 -3.2927 2.9948
C 0.4808 -1.1157 0.0577
F -0.0164 -0.9750 1.3619
C 0.0198 -2.5290 -0.3365
O 0.2976 -3.3988 0.8102
N 0.0615 -4.7170 0.4687
O 0.4630 -5.4265 1.3120
C -0.2611 -0.0004 -0.7872
C -0.4361 1.2467 0.1529
C -1.8183 1.3191 0.8231
C -2.8576 2.1686 0.1145
F -1.6070 1.9302 2.0904
O -1.5414 -0.3849 -1.2268
C -1.7695 -0.6016 -2.6156
S -0.4732 -1.5867 -3.4929
C -2.9665 -1.6366 -2.6141
C -3.6754 -1.7198 -1.2502
O -4.3204 -0.8044 -0.7732
C -3.6202 -3.0096 -0.4479
C -3.8503 -4.2296 -1.0586
C -3.8056 -5.3868 -0.3057
C -3.5395 -5.3090 1.0411
C -3.3225 -4.0936 1.6693
C -3.3600 -2.9108 0.9008
C -2.2672 0.6047 -3.4386
C -1.3109 1.8000 -3.7010
N 0.0992 1.4972 -3.8083
N -1.7104 2.3381 -5.0314
N -1.5594 2.9136 -2.7383
H -1.2596 1.2338 5.0442
H -0.6693 2.8426 5.5419
H -0.0105 1.3145 6.2825
H 0.3812 2.5038 3.5056
H 0.6774 0.7853 3.8268
H 3.5104 3.3437 4.4485
H 2.3528 3.2022 3.1324
H 4.8115 1.7411 3.6456
H 3.4285 0.5366 3.5654
H 4.6838 2.3302 1.4028
H 2.9480 2.2039 1.3594
H 4.7416 -0.2172 1.3849
H 4.0422 0.6150 -0.0818
H 1.9698 0.2609 1.8418
H 2.7550 -1.3000 1.8511
H 3.5029 -0.8819 -1.4115
H 2.0243 -1.6223 -1.9180
H 2.4966 -3.6180 -0.3667
H 3.5774 -3.3073 -1.7061
H 2.9252 -4.0495 4.7395
H -1.0695 -2.5598 -0.4504
H 0.4349 -2.9138 -1.2671
H 0.4542 0.3177 -1.5487
H 0.3963 1.3545 0.8533
H -0.3597 2.1226 -0.5088
H -2.1783 0.3116 1.0626
H -3.3132 1.6162 -0.7084
H -3.6463 2.3678 0.8546
H -2.4317 3.1291 -0.1801
H 0.6285 -0.8121 -3.5468
H -3.7305 -1.3276 -3.3392
H -2.6347 -2.6332 -2.9275
H -4.0669 -4.2341 -2.1253
H -3.9896 -6.3337 -0.8054
H -3.5085 -6.2330 1.6154
H -3.1333 -4.0459 2.7373
H -3.1974 -1.9523 1.3856
H -2.6255 0.2366 -4.4053
H -3.1596 0.9993 -2.9279
H 0.5092 1.7816 -4.6875
H 0.6508 1.8262 -3.0275
H -2.6623 2.6862 -4.9996
H -1.0693 3.0896 -5.2656
H -2.0104 3.6860 -3.2094
H -0.6848 3.2821 -2.3797
Al 0.6607 -3.6645 2.8569
C -6.1399 1.8186 -0.7483
O -7.4748 2.3317 -0.6732
C -7.6593 3.2292 0.2906
O -6.8252 3.6227 1.0635
O -8.9371 3.6233 0.2531
C -9.2759 4.5933 1.2421
H -6.1098 1.1012 -1.5634
H -5.4361 2.6209 -0.9654
H -5.8663 1.3073 0.1716
H -8.6904 5.5019 1.1071
H -9.1281 4.1904 2.2431
H -10.3287 4.8305 1.1104
Br -6.0414 -3.6597 1.5830
O 3.5643 2.7829 -3.3256
S 4.2731 2.9871 -4.5612
O 3.6048 2.8724 -5.8189
O 5.5635 2.0775 -4.5681
C 5.4040 0.6481 -4.3721
C 4.8346 -0.0512 -5.5859
C 5.0967 4.5432 -4.5088
H 4.7942 0.4683 -3.4789
H 6.4009 0.2594 -4.1680
H 3.8087 0.2745 -5.7861
H 4.8210 -1.1293 -5.4348
H 5.4596 0.1790 -6.5253
H 5.6298 4.6322 -3.5658
H 4.3344 5.3161 -4.5857
H 5.7783 4.6066 -5.3530
C 2.6387 -2.0364 7.2998
Cl 2.5087 -3.7609 6.9988
Cl 3.0684 -1.1667 5.8430
H 1.5900 -1.6298 7.7046
H 3.4063 -1.8741 8.0486
Cl 6.3774 -0.7237 -7.8300
Cl 1.2789 0.0734 8.2791
F 0.3822 -2.2750 6.6952
*
```

As for the molar mass: 1173.80 g/mol. As for the calculated total energy: -239660.3474 eV. The calculation puts the frontier orbital gap at 0.932 eV. Its strongest force on any atom is 2.45 eV Å⁻¹. The calculation puts the LUMO energy at -3.625 eV. The calculation puts the HOMO energy at -4.557 eV.

Results of the Löwdin charge analysis, in e, for atoms 1 through 8: atom 1 (C): -0.06, atom 2 (C): -0.30, atom 3 (O): -0.16, atom 4 (C): -0.21, atom 5 (C): -0.15, atom 6 (C): -0.20, atom 7 (C): -0.16, atom 8 (C): -0.16

***

2.
Below is a cluster of 5 separate species, C37H34F2O18Si in total, with properties calculated with ωB97M-V/def2-TZVPD.

ORCA input file:
```
! RIJCOSX wB97M-V def2-TZVPD def2/J DEFGRID3
* xyz 0 1
C 3.4698 3.4032 2.1163
Si 1.9826 3.2924 0.8873
C 2.6372 2.3658 -0.6406
C 1.4217 5.0938 0.5550
C 1.9300 5.7348 -0.7995
C 0.8656 5.7779 -1.9480
F -0.3593 5.2099 -1.6174
F 0.6052 7.1097 -2.3197
C 1.3757 5.0854 -3.2726
O 1.3281 3.6578 -3.2096
C 0.1517 3.1360 -3.7198
O -0.3469 3.4165 -4.7681
C 0.4645 2.4031 1.6724
C 0.3710 2.2873 3.1194
C -0.8293 1.6385 3.6620
C -1.8330 1.1466 2.7363
C -1.7399 1.2459 1.2902
C -0.5497 1.9080 0.7447
H 3.8223 4.4740 2.0489
H 4.2869 2.7062 1.7948
H 3.1715 3.1908 3.1694
H 3.3827 1.5838 -0.3254
H 1.8268 1.8307 -1.2066
H 3.1966 3.0381 -1.3499
H 1.8714 5.7145 1.3835
H 0.3119 5.1740 0.7038
H 2.8774 5.2593 -1.1615
H 2.1901 6.8062 -0.5722
H 0.8195 5.5318 -4.1308
H 2.4579 5.3668 -3.3897
H -0.3552 2.3470 -3.0906
H 1.1652 2.6715 3.7886
H -0.9136 1.5709 4.7694
H -2.7430 0.6720 3.1609
H -2.5335 0.8785 0.5991
H -0.3976 2.0496 -0.3499
O -6.8012 0.9173 -3.8969
C -5.9606 1.3663 -4.6582
C -4.5517 0.9933 -4.5813
C -3.6611 1.5239 -5.4264
O -2.3614 1.1929 -5.3744
C -4.0700 2.5132 -6.4708
O -3.2264 2.9855 -7.2080
C -5.4867 2.8682 -6.5626
C -6.3752 2.3339 -5.7193
O -7.6843 2.6424 -5.7844
H -4.2673 0.2784 -3.8196
H -1.9300 1.7118 -6.0815
H -5.7735 3.5707 -7.3329
H -8.1094 2.1293 -5.0708
O -6.9665 -3.2648 1.3796
C -6.1273 -2.8175 0.6205
C -4.7148 -3.1900 0.6973
C -3.8269 -2.6587 -0.1487
O -2.5227 -2.9869 -0.0999
C -4.2382 -1.6714 -1.1929
O -3.3928 -1.1970 -1.9326
C -5.6518 -1.3170 -1.2858
C -6.5416 -1.8504 -0.4422
O -7.8483 -1.5425 -0.5083
H -4.4302 -3.9033 1.4584
H -2.0960 -2.4695 -0.8095
H -5.9396 -0.6140 -2.0579
H -8.2739 -2.0551 0.2057
O 3.1508 0.7113 2.3257
C 3.6488 -0.0423 3.1432
C 4.3149 0.4351 4.3543
C 4.8611 -0.4316 5.2131
O 5.4773 -0.0185 6.3350
C 4.8153 -1.9064 4.9696
O 5.3420 -2.6577 5.7696
C 4.1283 -2.3841 3.7711
C 3.5796 -1.5171 2.9148
O 2.9384 -1.9312 1.8039
H 4.3436 1.5036 4.5176
H 5.7843 -0.8326 6.7788
H 4.0860 -3.4532 3.6150
H 2.6364 -1.1164 1.3578
O 4.0798 -5.1834 2.6096
C 3.7791 -6.3092 2.2537
C 3.2366 -7.3078 3.1709
C 2.9375 -8.5360 2.7353
O 2.4350 -9.4719 3.5585
C 3.1476 -8.9317 1.3089
O 2.8788 -10.0657 0.9599
C 3.6682 -7.9243 0.3864
C 3.9637 -6.6957 0.8216
O 4.4415 -5.7500 -0.0073
H 3.0915 -7.0099 4.2002
H 2.3078 -10.2662 3.0045
H 3.7992 -8.2169 -0.6463
H 4.5741 -4.9573 0.5477
*
```

As for the molar mass: 832.74 g/mol. The SMILES is C[Si](C)(CCC(F)(F)COC=O)c1ccccc1.O=C1C=C(O)C(=O)C=C1O.O=C1C=C(O)C(=O)C=C1O.O=C1C=C(O)C(=O)C=C1O.O=C1C=C(O)C(=O)C=C1O. As for the calculated total energy: -89085.3531 eV. The calculation puts the frontier orbital gap at 7.339 eV. Its strongest force on any atom is 3.23 eV Å⁻¹. The calculation puts the LUMO energy at -1.736 eV. The calculation puts the HOMO energy at -9.075 eV.

Results of the Löwdin charge analysis, in e, for atoms 1 through 8: atom 1 (C): -0.19, atom 2 (Si): 0.61, atom 3 (C): -0.18, atom 4 (C): -0.23, atom 5 (C): -0.13, atom 6 (C): -0.42, atom 7 (F): 0.06, atom 8 (F): 0.04

***

3.
Below is a structure of composition C51H72AsCrN3P3Si, with properties calculated with ωB97M-V/def2-TZVPD.

ORCA input file:
```
! RIJCOSX wB97M-V def2-TZVPD def2/J DEFGRID3
* xyz 1 5
Cr 0.4438 -0.2942 0.2469
C 1.1741 3.5441 2.7846
C 1.8690 2.2031 3.0103
C 3.1507 2.0831 2.1801
P 0.8557 0.6769 2.6353
C -0.7125 0.8277 3.6682
C -1.8470 1.4934 2.8902
C -0.5507 1.4395 5.0602
C 1.7731 -0.5668 3.6571
C 2.2005 -0.3135 4.9632
C 2.7998 -1.3082 5.7195
C 2.9684 -2.5815 5.1959
C 2.5747 -2.8322 3.8917
C 2.0032 -1.8334 3.1042
Si 1.7805 -1.9996 1.2266
C 1.0718 -3.7206 0.7631
C 1.8899 -4.8505 0.7881
C 1.4193 -6.0966 0.4039
C 0.1013 -6.2293 -0.0058
C -0.7255 -5.1176 -0.0539
C -0.2539 -3.8568 0.3153
P -1.2959 -2.3421 0.2268
C -2.2563 -2.4588 1.8508
C -1.3085 -2.7679 3.0075
C -3.3855 -3.4884 1.8605
C -2.6267 -2.8204 -1.0004
C -3.7417 -1.7767 -1.1124
C -2.0218 -3.0637 -2.3816
C 3.5572 -2.1418 0.5657
C 4.6781 -2.4280 1.3426
C 5.9134 -2.6580 0.7560
C 6.0344 -2.6114 -0.6245
C 4.9385 -2.2861 -1.4094
C 3.6982 -2.0299 -0.8237
P 2.2029 -1.4651 -1.7319
C 1.7882 -2.9075 -2.8564
C 0.8583 -2.4393 -3.9765
C 2.9285 -3.7456 -3.4310
C 2.8323 -0.0440 -2.7792
C 3.8590 -0.2744 -3.8829
C 3.3179 1.0255 -1.7949
H 1.7939 4.3439 3.1938
H 0.2062 3.5940 3.2797
H 1.0249 3.7521 1.7271
H 2.1391 2.1326 4.0632
H 2.9251 2.0997 1.1102
H 3.6652 1.1447 2.3984
H 3.8336 2.9067 2.3945
H -1.0013 -0.2169 3.8148
H -1.6227 2.5233 2.6072
H -2.7476 1.5093 3.5078
H -2.0701 0.9271 1.9891
H -0.0980 2.4300 5.0455
H 0.0387 0.7940 5.7051
H -1.5370 1.5402 5.5174
H 2.1029 0.6627 5.4159
H 3.1430 -1.0822 6.7210
H 3.4413 -3.3592 5.7818
H 2.7263 -3.8172 3.4630
H 2.9248 -4.7438 1.0949
H 2.0781 -6.9555 0.4174
H -0.2844 -7.1963 -0.3021
H -1.7463 -5.2562 -0.3857
H -2.6827 -1.4608 2.0089
H -0.9588 -3.7994 2.9451
H -1.8307 -2.6467 3.9589
H -0.4353 -2.1211 3.0084
H -2.9960 -4.4839 1.6376
H -4.1870 -3.2524 1.1627
H -3.8246 -3.5283 2.8593
H -3.0651 -3.7470 -0.6333
H -3.4390 -0.9583 -1.7692
H -4.0383 -1.3650 -0.1446
H -4.6247 -2.2346 -1.5613
H -1.6204 -2.1305 -2.7798
H -2.7941 -3.4184 -3.0680
H -1.2244 -3.8057 -2.3546
H 4.5815 -2.4616 2.4200
H 6.7740 -2.8781 1.3749
H 6.9897 -2.8044 -1.0959
H 5.0747 -2.2385 -2.4784
H 1.2235 -3.5635 -2.1820
H 1.4219 -1.9349 -4.7638
H 0.1061 -1.7451 -3.6034
H 0.3514 -3.2960 -4.4239
H 3.5272 -3.1877 -4.1495
H 2.4961 -4.5969 -3.9615
H 3.5850 -4.1362 -2.6572
H 1.9169 0.3295 -3.2502
H 4.8519 -0.4681 -3.4828
H 3.9329 0.6283 -4.4943
H 3.5780 -1.0920 -4.5431
H 4.2482 0.7179 -1.3145
H 2.5698 1.1869 -1.0092
H 3.4943 1.9716 -2.3104
C -0.0703 0.5469 -5.4944
As -0.6741 0.9687 -3.6687
C 0.0694 2.7892 -3.5702
C -2.4956 1.4744 -4.2095
H -0.2941 1.3778 -6.1637
H -0.5833 -0.3435 -5.8576
H 1.0027 0.3561 -5.5180
H -0.6387 3.4535 -3.0751
H 0.2709 3.1736 -4.5698
H 0.9994 2.8006 -3.0002
H -3.0292 1.9205 -3.3705
H -3.0446 0.5927 -4.5404
H -2.4602 2.1909 -5.0304
N -4.6869 4.7661 -0.4666
C -5.1401 6.0452 -0.2614
C -6.3906 6.6385 -0.3920
C -6.4755 7.9824 -0.0946
C -5.3530 8.7166 0.3215
C -4.1129 8.1315 0.4477
C -4.0022 6.7720 0.1470
N -2.9069 5.9455 0.1715
C -3.3396 4.7676 -0.1959
C -2.4823 3.6020 -0.2910
C -2.9458 2.2999 -0.4950
C -2.0539 1.2530 -0.4959
N -0.7299 1.3820 -0.3162
C -0.2850 2.6453 -0.1993
C -1.0979 3.7513 -0.1664
H -5.2423 3.9864 -0.7700
H -7.2593 6.0799 -0.7159
H -7.4288 8.4844 -0.1891
H -5.4697 9.7692 0.5416
H -3.2479 8.6984 0.7634
H -3.9981 2.0890 -0.6355
H -2.4012 0.2382 -0.6174
H 0.7903 2.7540 -0.1256
H -0.6869 4.7447 -0.0513
*
```

As for the molar mass: 975.08 g/mol. As for the calculated total energy: -183527.9906 eV. The calculation puts the frontier orbital gap (spin up / spin down) at 7.199 / 6.493 eV. The energy above the lowest of the compared OMol25 structures with the same formula, charge and spin is 0.0 kcal/mol. Its strongest force on any atom is 1.04 eV Å⁻¹. The calculation puts the LUMO energy (spin up / spin down) at -2.796 / -2.924 eV. The calculation puts the HOMO energy (spin up / spin down) at -9.995 / -9.417 eV.

Results of the Löwdin charge analysis, in e, for atoms 1 through 8: atom 1 (Cr): 0.14, atom 2 (C): -0.09, atom 3 (C): -0.52, atom 4 (C): -0.10, atom 5 (P): 1.07, atom 6 (C): -0.50, atom 7 (C): -0.11, atom 8 (C): -0.09

***

4.
Below is a structure of composition C30H29AsF2N7S2Sn, with properties calculated with ωB97M-V/def2-TZVPD.

ORCA input file:
```
! RIJCOSX wB97M-V def2-TZVPD def2/J DEFGRID3
* xyz -1 1
Sn 0.8250 0.2729 -1.4029
C -1.0757 1.9769 2.0560
N -1.4017 1.0169 1.0450
C -2.7357 1.0663 0.4853
C -2.9489 2.3949 -0.1645
N -3.8761 3.2560 0.1610
C -3.6068 4.3704 -0.6302
C -4.2723 5.5911 -0.7120
C -3.7681 6.5469 -1.5743
C -2.6254 6.2984 -2.3506
C -1.9589 5.0890 -2.2906
C -2.4679 4.1346 -1.4164
N -2.0880 2.8460 -1.1205
C 0.3115 2.5356 1.9197
N 1.0487 2.5863 0.8494
C 2.2295 3.2061 1.2480
C 3.3789 3.4923 0.5153
C 4.4280 4.1037 1.1760
C 4.3488 4.4268 2.5377
C 3.2174 4.1440 3.2816
C 2.1688 3.5292 2.6095
N 0.9253 3.0868 3.0153
H -1.1742 1.5914 3.0843
H -1.7884 2.8050 1.9859
H -1.0203 0.0931 1.1720
H -3.5450 0.9186 1.2113
H -2.7982 0.2758 -0.2664
H -5.1534 5.7756 -0.1111
H -4.2602 7.5079 -1.6556
H -2.2580 7.0732 -3.0115
H -1.0780 4.8956 -2.8886
H -1.1934 2.3964 -1.3100
H 3.4486 3.2193 -0.5288
H 5.3370 4.3286 0.6335
H 5.1946 4.9008 3.0191
H 3.1602 4.3858 4.3353
H 0.5542 3.1000 3.9477
S 1.3554 -1.8881 -2.6409
C 3.1019 -1.8189 -2.6343
C 3.7579 -3.0768 -2.8457
N 4.2420 -4.1040 -3.0356
C 3.8302 -0.6890 -2.4766
S 3.1657 0.9127 -2.2447
C 5.2627 -0.7562 -2.5335
N 6.4129 -0.7858 -2.5625
F 2.4840 -1.5967 0.4334
C 1.8184 -0.3904 0.5265
F 0.9552 -0.5543 1.6250
H 2.5609 0.3468 0.8453
C -1.8399 -3.4427 -1.7211
As -1.1222 -2.5128 -0.1557
C -2.5382 -3.0648 1.0925
C 0.2930 -3.7805 0.4182
C -0.0356 -5.2228 0.2272
C -0.6851 -5.9651 1.2128
C -1.0132 -7.2977 1.0048
C -0.6934 -7.9160 -0.1953
C -0.0349 -7.1915 -1.1806
C 0.2906 -5.8609 -0.9705
H -2.1071 -4.4720 -1.4827
H -1.1014 -3.4331 -2.5213
H -2.7264 -2.9022 -2.0555
H -2.7114 -4.1400 1.0404
H -3.4589 -2.5436 0.8263
H -2.2670 -2.7874 2.1116
H 0.4894 -3.5356 1.4629
H 1.1731 -3.4977 -0.1568
H -0.9259 -5.4922 2.1583
H -1.5149 -7.8561 1.7859
H -0.9460 -8.9561 -0.3584
H 0.2329 -7.6667 -2.1161
H 0.8126 -5.2998 -1.7379
*
```

As for the molar mass: 783.37 g/mol. As for the calculated total energy: -135790.8020 eV. The calculation puts the frontier orbital gap at 7.222 eV. The energy above the lowest of the compared OMol25 structures with the same formula, charge and spin is 6.3 kcal/mol. Its strongest force on any atom is 0.37 eV Å⁻¹. The calculation puts the LUMO energy at 2.324 eV. The calculation puts the HOMO energy at -4.898 eV.

Results of the Löwdin charge analysis, in e, for atoms 1 through 8: atom 1 (Sn): 0.65, atom 2 (C): -0.14, atom 3 (N): -0.08, atom 4 (C): -0.16, atom 5 (C): -0.35, atom 6 (N): 0.16, atom 7 (C): -0.24, atom 8 (C): -0.03